No. 1
# C46H40ClN6O8P2STi

A structure of composition C46H40ClN6O8P2STi in a non-equilibrium geometry (ωB97M-V/def2-TZVPD, the Open Molecules 2025 dataset).

```
105
C46H40ClN6O8P2STi (ωB97M-V/def2-TZVPD)
Ti -0.365 -0.257 0.395
N 0.422 -3.930 -2.301
C 0.132 -2.626 -2.309
S 1.055 -1.518 -3.167
N -1.051 -2.298 -1.763
N -1.351 -1.186 -1.167
C -2.587 -0.780 -1.313
C -3.019 0.304 -0.514
C -4.344 0.756 -0.521
C -4.724 1.749 0.346
C -3.771 2.290 1.216
C -2.483 1.823 1.157
N -2.083 0.860 0.304
H 1.275 -4.239 -2.729
H -0.121 -4.560 -1.733
H -3.253 -1.312 -1.978
H -5.048 0.298 -1.201
H -5.744 2.109 0.366
H -4.039 3.061 1.923
H -1.727 2.225 1.814
C 2.173 2.799 0.532
N 1.440 3.680 -0.344
C 0.152 3.228 -0.781
P 0.226 1.493 -1.534
C -1.126 1.706 -2.749
C -1.035 1.114 -4.007
C -2.026 1.326 -4.954
C -3.117 2.131 -4.657
C -3.225 2.705 -3.399
C -2.240 2.491 -2.448
C 1.755 1.780 -2.513
C 2.953 1.130 -2.220
C 4.095 1.404 -2.955
C 4.053 2.332 -3.985
C 2.870 2.997 -4.267
C 1.724 2.724 -3.537
C 1.785 5.036 -0.419
C 3.131 5.413 -0.356
C 3.488 6.751 -0.390
C 2.522 7.738 -0.521
C 1.189 7.368 -0.605
C 0.817 6.033 -0.547
P 1.105 1.767 1.650
C 2.483 1.101 2.670
C 3.630 0.598 2.053
C 4.705 0.165 2.811
C 4.649 0.217 4.195
C 3.507 0.692 4.818
C 2.431 1.135 4.062
C 0.380 2.998 2.799
C 0.744 4.341 2.775
C 0.180 5.236 3.675
C -0.748 4.800 4.607
C -1.118 3.463 4.640
C -0.563 2.568 3.740
H 2.867 3.361 1.154
H 2.755 2.072 -0.042
H -0.200 3.888 -1.570
H -0.591 3.235 0.034
H -0.182 0.494 -4.244
H -1.937 0.866 -5.929
H -3.878 2.318 -5.403
H -4.072 3.334 -3.158
H -2.346 2.955 -1.474
H 2.987 0.387 -1.437
H 5.016 0.883 -2.729
H 4.944 2.533 -4.565
H 2.839 3.733 -5.059
H 0.804 3.247 -3.768
H 3.903 4.657 -0.298
H 4.533 7.022 -0.320
H 2.807 8.780 -0.561
H 0.424 8.129 -0.696
H -0.235 5.778 -0.577
H 3.689 0.532 0.975
H 5.588 -0.215 2.314
H 5.493 -0.115 4.786
H 3.450 0.729 5.898
H 1.560 1.518 4.571
H 1.468 4.714 2.064
H 0.474 6.277 3.642
H -1.180 5.497 5.314
H -1.842 3.115 5.366
H -0.849 1.523 3.778
O 2.489 -2.833 0.191
Cl 1.582 -2.018 0.881
O 0.218 -2.473 0.734
O 1.909 -1.850 2.236
O 1.529 -0.680 0.207
O -0.401 -0.322 2.298
C -1.343 -1.193 2.490
O -2.059 -1.469 1.520
C -1.513 -1.764 3.838
C -0.590 -1.467 4.841
C -0.751 -2.004 6.107
C -1.825 -2.839 6.375
C -2.723 -3.134 5.359
C -2.582 -2.612 4.090
N -3.856 -4.030 5.641
O -3.951 -4.474 6.766
O -4.622 -4.262 4.726
H 0.259 -0.837 4.607
H -0.039 -1.783 6.890
H -1.978 -3.273 7.352
H -3.290 -2.859 3.311
```

The value obtained for the molar mass is 982.19 g/mol. The lowest unoccupied orbital energy comes out at -4.1 eV. The net charge is +1. The value obtained for the largest force on an atom is 2.86 eV Å⁻¹. The value obtained for the energy above the lowest of the compared OMol25 structures with the same formula, charge and spin is 240.0 kJ/mol. Its total energy is -138709.2531 eV.

Löwdin population analysis, charges in e, atoms 1 to 2: 0.942, 0.110

No. 2
# C46H40MoN4O8P2S3

A structure of composition C46H40MoN4O8P2S3 in a non-equilibrium geometry (ωB97M-V/def2-TZVPD, the Open Molecules 2025 dataset).

```
104
C46H40MoN4O8P2S3 (ωB97M-V/def2-TZVPD)
Mo -0.209 -0.312 -0.461
S -1.455 -0.078 1.487
C -0.104 -0.146 2.606
N -0.417 -0.167 3.895
N 0.484 -0.611 4.735
C 1.348 -1.735 4.637
C 2.250 -1.919 5.678
C 3.061 -3.042 5.711
C 2.974 -3.999 4.711
C 2.067 -3.816 3.675
C 1.258 -2.693 3.630
N 1.163 -0.179 2.181
N 1.352 -0.128 0.902
C 2.767 -0.198 0.591
C 3.260 0.473 -0.523
C 4.606 0.396 -0.840
C 5.478 -0.324 -0.040
C 4.995 -0.955 1.103
C 3.652 -0.893 1.420
H 0.317 -0.274 5.666
H 2.317 -1.175 6.467
H 3.764 -3.167 6.526
H 3.599 -4.883 4.744
H 1.984 -4.550 2.883
H 0.553 -2.583 2.821
H 2.603 1.068 -1.129
H 4.972 0.916 -1.718
H 6.528 -0.394 -0.299
H 5.667 -1.505 1.751
H 3.276 -1.399 2.294
O 2.427 -3.042 -0.452
S 1.106 -3.326 -0.926
O 0.491 -4.557 -0.515
O 0.146 -2.207 -0.501
C 1.290 -3.432 -2.725
C 1.764 -4.704 -3.056
C 2.196 -4.988 -4.338
C 2.158 -4.012 -5.319
C 1.666 -2.756 -5.018
C 1.233 -2.452 -3.732
S 0.639 -0.790 -3.515
O 1.200 0.024 -4.551
O -0.803 -0.867 -3.524
O 1.150 -0.432 -2.142
H 1.791 -5.465 -2.286
H 2.582 -5.974 -4.564
H 2.518 -4.225 -6.318
H 1.614 -1.974 -5.765
O -1.133 2.322 -3.040
C -0.573 2.420 -1.991
O -0.554 1.391 -1.087
C 0.105 3.721 -1.565
P 1.126 3.659 -0.016
C -0.177 3.787 1.272
C -1.530 3.543 1.070
C -2.426 3.598 2.135
C -1.977 3.885 3.414
C -0.622 4.121 3.630
C 0.267 4.069 2.568
C 1.720 5.409 -0.060
C 0.903 6.512 0.209
C 1.397 7.803 0.075
C 2.711 8.010 -0.333
C 3.530 6.924 -0.601
C 3.037 5.630 -0.461
H -0.662 4.488 -1.464
H 0.747 4.004 -2.397
H -1.911 3.289 0.089
H -3.478 3.405 1.959
H -2.677 3.908 4.242
H -0.262 4.335 4.630
H 1.325 4.247 2.740
H -0.121 6.358 0.532
H 0.755 8.651 0.284
H 3.095 9.018 -0.438
H 4.554 7.081 -0.919
H 3.680 4.778 -0.660
C -2.240 -3.138 -2.359
P -2.408 -1.549 -1.462
C -3.249 -2.209 0.050
C -4.267 -1.492 0.684
C -4.809 -1.932 1.882
C -4.332 -3.093 2.476
C -3.315 -3.810 1.860
C -2.776 -3.373 0.655
C -3.832 -0.810 -2.341
C -5.079 -1.446 -2.306
C -6.167 -0.895 -2.964
C -6.024 0.293 -3.673
C -4.785 0.912 -3.736
C -3.691 0.365 -3.073
H -3.166 -3.686 -2.204
H -1.418 -3.739 -1.988
H -2.096 -2.934 -3.416
H -4.631 -0.573 0.237
H -5.596 -1.359 2.358
H -4.748 -3.434 3.417
H -2.937 -4.719 2.316
H -1.967 -3.939 0.209
H -5.202 -2.370 -1.753
H -7.129 -1.393 -2.919
H -6.879 0.728 -4.178
H -4.661 1.827 -4.304
H -2.727 0.847 -3.139
```

The value obtained for the molar mass is 1030.93 g/mol. The lowest unoccupied orbital energy (spin up / spin down) comes out at -1.9 / -1.8 eV. The net charge is 0. As for the expectation value of S²: 2.274. The value obtained for the largest force on an atom is 3.00 eV Å⁻¹. The value obtained for the energy above the lowest of the compared OMol25 structures with the same formula, charge and spin is 100.4 kJ/mol. Its multiplicity is 3. Its total energy is -123630.9010 eV.

Löwdin population analysis, charges in e, atoms 1 to 2: 1.432, 0.729

No. 3
# C46H40N11SSiTa

A structure of composition C46H40N11SSiTa in a non-equilibrium geometry (ωB97M-V/def2-TZVPD, the Open Molecules 2025 dataset).

```
100
C46H40N11SSiTa (ωB97M-V/def2-TZVPD)
Ta -0.060 0.556 -0.959
C 3.481 2.596 0.817
C 2.953 3.407 1.820
C 1.589 3.515 1.950
C 0.739 2.834 1.074
N 1.262 2.004 0.132
C 2.607 1.907 0.027
N -0.613 3.117 1.197
C -1.463 2.895 0.271
N -1.221 2.196 -0.921
C -2.287 2.398 -1.808
N -2.326 2.073 -3.038
C -1.156 1.808 -3.727
C -1.214 1.964 -5.114
C -0.051 2.010 -5.844
C 1.169 1.925 -5.178
C 1.153 1.688 -3.827
N 0.021 1.557 -3.106
C -3.346 3.099 -1.056
C -4.613 3.487 -1.439
C -5.375 4.181 -0.504
C -4.869 4.490 0.757
C -3.583 4.116 1.130
C -2.839 3.404 0.209
H 4.544 2.472 0.680
H 3.609 3.953 2.486
H 1.130 4.148 2.696
H 2.986 1.236 -0.736
H -2.186 2.111 -5.562
H -0.084 2.157 -6.916
H 2.111 2.023 -5.698
H 2.079 1.605 -3.283
H -4.993 3.257 -2.425
H -6.379 4.493 -0.760
H -5.489 5.039 1.453
H -3.176 4.368 2.100
C -5.219 -1.959 -0.513
C -4.729 -0.699 -0.201
C -3.451 -0.329 -0.584
C -2.646 -1.211 -1.300
C -3.138 -2.475 -1.616
C -4.413 -2.843 -1.219
N -1.318 -0.832 -1.691
N -0.880 -1.607 -2.749
C 0.357 -1.574 -3.067
C 0.759 -2.127 -4.344
C 1.962 -1.859 -4.860
C 2.921 -1.093 -4.091
C 2.624 -0.671 -2.867
N 1.347 -0.907 -2.253
H -6.217 -2.249 -0.214
H -5.342 0.007 0.344
H -3.101 0.656 -0.316
H -2.530 -3.169 -2.177
H -4.781 -3.829 -1.473
H 0.006 -2.701 -4.868
H 2.240 -2.231 -5.837
H 3.905 -0.889 -4.493
H 3.338 -0.175 -2.224
S 2.156 -0.563 2.496
C 3.570 -0.203 3.313
N 3.593 -0.341 4.684
C 4.685 -0.121 5.444
C 5.839 0.269 4.848
C 5.789 0.418 3.450
N 4.722 0.204 2.712
H 2.729 -0.651 5.108
H 4.574 -0.276 6.508
H 6.740 0.451 5.412
H 6.681 0.731 2.916
N -5.030 -2.209 7.247
C -4.405 -1.894 6.336
C -3.622 -1.499 5.195
C -3.630 -2.287 4.044
C -2.875 -1.910 2.952
C -2.108 -0.741 3.007
C -2.108 0.051 4.160
C -2.862 -0.330 5.251
C -1.342 -0.357 1.874
C -0.682 -0.026 0.898
H -4.228 -3.188 4.018
H -2.877 -2.505 2.047
H -1.513 0.954 4.185
H -2.874 0.270 6.151
C 2.242 -4.197 -1.996
Si 2.684 -3.015 -0.619
C 2.243 -3.773 1.023
C 4.462 -2.446 -0.667
C 1.557 -1.446 -0.877
H 2.805 -5.122 -1.839
H 2.490 -3.836 -2.994
H 1.181 -4.459 -1.974
H 2.762 -4.736 1.073
H 1.174 -3.969 1.132
H 2.560 -3.163 1.868
H 5.082 -3.213 -0.192
H 4.598 -1.525 -0.092
H 4.845 -2.297 -1.678
H 1.989 -0.633 -0.256
H 0.590 -1.746 -0.452
```

The value obtained for the molar mass is 988.00 g/mol. The lowest unoccupied orbital energy comes out at -6.8 eV. The net charge is +2. The value obtained for the largest force on an atom is 1.52 eV Å⁻¹. The value obtained for the energy above the lowest of the compared OMol25 structures with the same formula, charge and spin is 230.5 kJ/mol. Its total energy is -84993.4106 eV.

Löwdin population analysis, charges in e, atoms 1 to 2: 1.841, -0.049

No. 4
# C46H41AsFeNOPSe2

A structure of composition C46H41AsFeNOPSe2 in a non-equilibrium geometry (ωB97M-V/def2-TZVPD, the Open Molecules 2025 dataset).

```
94
C46H41AsFeNOPSe2 (ωB97M-V/def2-TZVPD)
Fe -0.984 -0.577 0.740
C -3.829 -2.087 2.790
C -3.441 -1.933 1.353
C -2.709 -2.934 0.713
C -2.364 -2.836 -0.635
C -1.599 -3.941 -1.293
C -2.783 -1.719 -1.354
C -3.528 -0.706 -0.747
C -4.023 0.454 -1.556
C -3.842 -0.819 0.609
H -4.721 -2.711 2.864
H -4.053 -1.124 3.241
H -3.034 -2.576 3.351
H -2.431 -3.823 1.265
H -2.285 -4.729 -1.607
H -0.885 -4.376 -0.595
H -1.073 -3.577 -2.171
H -2.559 -1.649 -2.410
H -4.939 0.173 -2.077
H -3.282 0.743 -2.304
H -4.243 1.308 -0.920
H -4.456 -0.063 1.077
Se 1.425 0.857 1.677
P 1.881 -1.125 2.452
Se 0.153 -2.422 2.021
C 3.291 -1.805 1.485
C 4.567 -2.080 1.957
C 5.522 -2.592 1.091
C 5.216 -2.836 -0.235
C 3.946 -2.552 -0.710
C 2.991 -2.033 0.142
C 1.981 -0.894 4.271
C 3.104 -0.955 5.081
C 3.016 -0.545 6.402
C 1.822 -0.077 6.920
C 0.688 -0.057 6.122
C 0.769 -0.461 4.807
H 4.828 -1.910 2.988
H 6.513 -2.804 1.461
H 5.960 -3.254 -0.896
H 3.703 -2.739 -1.745
H 1.999 -1.809 -0.240
H 4.047 -1.314 4.704
H 3.898 -0.574 7.025
H 1.775 0.279 7.936
H -0.249 0.295 6.522
H -0.109 -0.429 4.175
O -0.149 0.057 -1.102
As 0.304 0.877 -2.472
C -0.189 2.755 -2.234
C -0.877 3.514 -3.170
C -1.197 4.834 -2.893
C -0.793 5.419 -1.704
C -0.099 4.666 -0.770
C 0.184 3.336 -1.027
C 2.238 0.652 -2.612
C 2.839 -0.061 -3.640
C 4.195 -0.344 -3.580
C 4.955 0.095 -2.507
C 4.364 0.854 -1.511
C 3.010 1.130 -1.563
C -0.549 -0.134 -3.912
C -1.563 0.293 -4.758
C -2.174 -0.611 -5.617
C -1.779 -1.938 -5.639
C -0.771 -2.371 -4.790
C -0.167 -1.474 -3.929
H -1.155 3.089 -4.124
H -1.763 5.408 -3.611
H -1.020 6.456 -1.504
H 0.223 5.110 0.161
H 0.688 2.741 -0.270
H 2.254 -0.381 -4.495
H 4.658 -0.912 -4.373
H 6.004 -0.153 -2.447
H 4.950 1.231 -0.687
H 2.552 1.722 -0.780
H -1.895 1.321 -4.758
H -2.971 -0.276 -6.263
H -2.263 -2.637 -6.304
H -0.467 -3.408 -4.795
H 0.606 -1.803 -3.237
N -2.734 5.959 3.887
C -2.650 4.902 3.453
C -2.487 3.603 2.912
C -2.369 3.435 1.530
C -2.096 2.179 1.017
C -1.930 1.086 1.859
C -2.120 1.248 3.223
C -2.394 2.498 3.757
H -2.484 4.287 0.873
H -2.006 2.062 -0.061
H -2.058 0.402 3.894
H -2.528 2.622 4.822
```

The value obtained for the molar mass is 943.50 g/mol. The lowest unoccupied orbital energy (spin up / spin down) comes out at -2.3 / -4.2 eV. The net charge is +1. As for the expectation value of S²: 8.768. The value obtained for the largest force on an atom is 1.76 eV Å⁻¹. The value obtained for the energy above the lowest of the compared OMol25 structures with the same formula, charge and spin is 159.3 kJ/mol. Its multiplicity is 6. Its total energy is -287106.7092 eV.

Löwdin population analysis, charges in e, atoms 1 to 2: 0.619, -0.027